# 1
This record from OMol25 describes 3 unconnected molecules or ions with the total composition C22H52B3N3O9P3S. The level of theory is ωB97M-V/def2-TZVPD.

Results
M in u: 660.095
Frontier orbital gap in eV: 7.50
HOMO in eV: -10.9
E_LUMO in eV: -3.41

The geometry in ORCA input format:
```
! RIJCOSX wB97M-V def2-TZVPD def2/J DEFGRID3
* xyz 1 1
C 5.014 1.460 -0.931
C 3.940 0.957 -1.882
S 2.245 1.287 -1.369
C 2.275 0.548 0.303
C 0.883 0.106 0.645
C 0.394 -1.061 0.062
B 1.388 -1.886 -0.888
C 2.489 -2.822 -0.268
O 1.340 -1.760 -2.237
C -0.928 -1.495 0.351
P -1.783 -2.995 -0.339
C -1.775 -2.801 -2.149
C -0.664 -4.412 0.043
C -0.118 -4.293 1.466
C -1.673 -0.712 1.225
P -3.369 -1.070 1.855
P -4.746 -0.357 0.311
O -5.342 0.943 0.635
O -4.025 -0.418 -1.102
O -5.834 -1.527 0.200
N -1.165 0.432 1.764
B -2.118 1.235 2.696
C -2.008 1.162 4.251
O -2.975 1.963 1.972
C 0.091 0.853 1.504
C 0.564 2.128 2.105
B 0.302 3.365 1.104
O 1.204 4.402 1.052
O -0.849 3.342 0.382
H 4.887 1.107 0.090
H 5.980 1.077 -1.265
H 5.098 2.547 -0.934
H 4.076 1.405 -2.866
H 4.058 -0.121 -2.025
H 2.684 1.293 0.976
H 2.971 -0.293 0.300
H 2.228 -3.878 -0.354
H 3.411 -2.665 -0.833
H 2.695 -2.599 0.780
H 1.012 -0.899 -2.529
H -2.521 -2.058 -2.424
H -2.111 -3.761 -2.546
H -0.822 -2.541 -2.596
H -1.308 -5.289 -0.002
H 0.128 -4.493 -0.701
H 0.286 -5.252 1.791
H -0.919 -4.050 2.170
H 0.658 -3.538 1.567
H -3.494 -2.452 1.708
H -4.703 -0.312 -1.801
H -5.983 -2.019 1.016
H -1.262 1.868 4.620
H -2.963 1.447 4.694
H -1.741 0.162 4.589
H -3.532 2.573 2.469
H 0.107 2.323 3.074
H 1.638 2.113 2.276
H 1.843 4.371 0.333
H -0.789 3.790 -0.470
C -8.460 1.640 -3.225
C -7.635 2.030 -2.003
C -7.556 3.541 -1.760
O -6.668 4.233 -2.617
C -7.198 4.598 -3.878
N -6.304 1.426 -2.102
H -7.927 1.844 -4.154
H -8.678 0.573 -3.203
H -9.409 2.179 -3.250
H -8.124 1.600 -1.124
H -7.167 3.701 -0.752
H -8.554 3.996 -1.801
H -8.257 4.862 -3.803
H -7.079 3.802 -4.618
H -6.645 5.470 -4.224
H -5.796 1.600 -1.238
H -5.792 1.938 -2.817
C 8.457 -2.974 1.677
C 8.786 -1.765 0.806
C 8.333 -0.429 1.406
O 6.940 -0.176 1.296
C 6.137 -0.761 2.300
N 8.247 -1.990 -0.538
H 7.397 -3.225 1.634
H 9.010 -3.845 1.328
H 8.727 -2.796 2.719
H 9.874 -1.710 0.717
H 8.816 0.378 0.851
H 8.650 -0.337 2.452
H 6.649 -0.778 3.266
H 5.830 -1.778 2.040
H 5.237 -0.149 2.397
H 8.553 -1.246 -1.158
H 7.237 -1.886 -0.491
*
```

Results of the Löwdin charge analysis, in e, for atoms 1 through 5: number 1, C, carries -0.14; number 2, C, carries -0.51; number 3, S, carries 0.94; number 4, C, carries -0.38; number 5, C, carries -0.17

***

# 2
This record from OMol25 describes a molecular structure, C36H24AsF5N2PPbS2. The level of theory is ωB97M-V/def2-TZVPD.

Results
M in u: 956.822
Frontier orbital gap in eV: 7.04
HOMO in eV: -5.0
E_LUMO in eV: 2.04

The geometry in ORCA input format:
```
! RIJCOSX wB97M-V def2-TZVPD def2/J DEFGRID3
* xyz -1 1
Pb 0.155 -0.498 -0.581
S 2.938 -0.391 -0.240
C 3.075 -0.586 1.468
C 4.400 -0.393 2.011
N 5.468 -0.216 2.404
C 2.051 -0.867 2.322
S 0.364 -1.081 1.909
C 2.323 -0.960 3.729
N 2.525 -1.013 4.863
C 0.192 4.517 -0.208
C -0.261 5.380 0.959
As 0.159 7.294 0.707
C 0.073 7.825 2.587
C 0.747 8.984 2.971
C 0.713 9.421 4.286
C -0.009 8.708 5.238
C -0.694 7.562 4.862
C -0.655 7.124 3.543
C 2.102 7.067 0.605
C 2.854 6.581 1.673
C 4.214 6.346 1.526
C 4.836 6.583 0.306
C 4.096 7.065 -0.765
C 2.735 7.309 -0.612
P 0.054 2.670 0.149
C 1.199 2.590 1.583
C 2.532 2.725 1.187
C 3.557 2.716 2.120
C 3.263 2.555 3.467
C 1.947 2.395 3.870
C 0.918 2.409 2.936
C -1.717 2.649 0.629
C -2.558 2.942 -0.450
C -3.933 2.982 -0.294
C -4.496 2.702 0.947
C -3.674 2.370 2.012
C -2.292 2.342 1.857
H 1.235 4.712 -0.460
H -0.410 4.726 -1.094
H 0.223 5.064 1.883
H -1.340 5.292 1.090
H 1.315 9.539 2.233
H 1.253 10.316 4.572
H -0.035 9.047 6.266
H -1.255 7.001 5.600
H -1.193 6.224 3.268
H 2.376 6.379 2.625
H 4.786 5.961 2.362
H 5.895 6.388 0.190
H 4.575 7.249 -1.718
H 2.156 7.689 -1.446
H 2.766 2.794 0.130
H 4.585 2.794 1.790
H 4.064 2.517 4.195
H 1.720 2.220 4.915
H -0.092 2.243 3.273
H -2.124 3.108 -1.432
H -4.567 3.204 -1.144
H -5.572 2.718 1.071
H -4.110 2.112 2.970
H -1.682 2.036 2.693
F -2.484 0.224 -2.480
C -3.156 -0.207 -1.368
C -2.445 -0.592 -0.258
C -3.235 -0.971 0.805
F -2.671 -1.348 1.981
C -4.617 -0.981 0.781
F -5.338 -1.349 1.856
C -5.275 -0.581 -0.364
F -6.612 -0.551 -0.405
C -4.534 -0.188 -1.459
F -5.165 0.221 -2.576
*
```

Results of the Löwdin charge analysis, in e, for atoms 1 through 5: number 1, Pb, carries 0.84; number 2, S, carries 0.42; number 3, C, carries -0.80; number 4, C, carries -0.31; number 5, N, carries 0.16

***

# 3
This record from OMol25 describes a molecular structure, C44H47N2O5RhSi. The level of theory is ωB97M-V/def2-TZVPD.

Results
M in u: 814.861
Frontier orbital gap (spin up / spin down) in eV: 6.70 / 6.70
HOMO (spin up / spin down) in eV: -7.8 / -7.8
E_LUMO (spin up / spin down) in eV: -1.09 / -1.09

The geometry in ORCA input format:
```
! RIJCOSX wB97M-V def2-TZVPD def2/J DEFGRID3
* xyz 0 1
Rh 0.310 -0.233 1.753
O 2.578 -0.668 5.283
C 1.761 -0.160 4.537
O 1.793 -0.188 3.247
C 0.585 0.638 5.201
C 0.297 1.918 4.409
C -0.684 2.815 5.190
C -2.027 2.071 4.975
C -1.559 0.849 4.165
O -0.528 1.428 3.341
C -0.780 -0.090 5.096
C -0.660 -1.567 4.524
O -0.651 -2.452 5.367
O -0.603 -1.670 3.255
H 0.899 0.821 6.224
H 1.179 2.420 4.017
H -0.709 3.818 4.762
H -0.404 2.895 6.238
H -2.729 2.669 4.391
H -2.510 1.775 5.903
H -2.312 0.364 3.549
H -1.264 -0.221 6.061
C -4.402 3.269 -2.477
C -2.886 3.520 -2.491
C -2.616 5.013 -2.276
C -2.303 3.130 -3.858
C -2.261 2.671 -1.394
C -1.778 3.222 -0.203
C -1.156 2.403 0.716
N -1.025 1.091 0.555
C -1.560 0.517 -0.541
C -2.165 1.296 -1.520
C -1.425 -0.928 -0.591
C -1.939 -1.761 -1.577
C -1.816 -3.139 -1.490
C -1.136 -3.639 -0.376
C -0.621 -2.765 0.556
N -0.766 -1.448 0.454
C -2.402 -4.037 -2.569
C -3.910 -3.773 -2.681
C -1.710 -3.709 -3.901
C -2.184 -5.520 -2.260
H -4.900 3.925 -3.193
H -4.814 3.464 -1.485
H -4.628 2.235 -2.743
H -2.937 5.569 -3.157
H -1.550 5.198 -2.131
H -3.162 5.405 -1.417
H -2.839 3.656 -4.649
H -2.379 2.061 -4.054
H -1.249 3.406 -3.916
H -1.860 4.276 0.012
H -0.738 2.814 1.624
H -2.568 0.799 -2.392
H -2.462 -1.308 -2.409
H -1.016 -4.698 -0.215
H -0.107 -3.123 1.439
H -4.119 -2.743 -2.973
H -4.406 -3.963 -1.727
H -4.349 -4.432 -3.432
H -1.867 -2.668 -4.189
H -2.101 -4.346 -4.695
H -0.635 -3.881 -3.818
H -2.659 -5.805 -1.320
H -1.120 -5.756 -2.206
H -2.622 -6.126 -3.053
C 2.430 2.697 -3.553
C 1.502 3.012 -2.573
C 1.357 2.193 -1.461
C 2.137 1.052 -1.302
C 3.081 0.758 -2.291
C 3.221 1.565 -3.410
Si 2.130 -0.084 0.231
C 2.224 -1.889 -0.346
C 2.636 -2.873 0.557
C 2.676 -4.207 0.178
C 2.307 -4.577 -1.109
C 1.899 -3.609 -2.016
C 1.850 -2.275 -1.635
C 3.744 0.391 1.094
C 4.921 -0.317 0.856
C 6.115 0.077 1.445
C 6.142 1.171 2.296
C 4.977 1.885 2.541
C 3.793 1.502 1.935
H 2.544 3.337 -4.419
H 0.892 3.903 -2.670
H 0.640 2.464 -0.701
H 3.720 -0.111 -2.172
H 3.949 1.313 -4.171
H 2.919 -2.587 1.566
H 2.998 -4.957 0.889
H 2.339 -5.619 -1.404
H 1.625 -3.892 -3.026
H 1.523 -1.525 -2.348
H 4.905 -1.187 0.210
H 7.023 -0.476 1.240
H 7.069 1.463 2.773
H 4.992 2.737 3.209
H 2.884 2.065 2.121
*
```

Results of the Löwdin charge analysis, in e, for atoms 1 through 5: number 1, Rh, carries 1.06; number 2, O, carries 0.08; number 3, C, carries -0.58; number 4, O, carries -0.17; number 5, C, carries -0.10

***

# 4
This record from OMol25 describes a molecular structure, C25H25BCl2IrN10. The level of theory is ωB97M-V/def2-TZVPD.

Results
M in u: 739.480
Frontier orbital gap (spin up / spin down) in eV: 7.09 / 3.24
HOMO (spin up / spin down) in eV: -13.5 / -13.5
E_LUMO (spin up / spin down) in eV: -6.45 / -10.29
<S²>: 0.7594

The geometry in ORCA input format:
```
! RIJCOSX wB97M-V def2-TZVPD def2/J DEFGRID3
* xyz 2 2
Ir 0.060 1.588 -0.271
C 0.407 -0.543 -3.854
C -0.068 0.504 -3.067
N 0.469 0.419 -1.852
N 1.236 -0.685 -1.803
C 1.238 -1.260 -3.023
B 2.099 -0.846 -0.537
N 2.870 0.456 -0.282
C 4.185 0.766 -0.224
C 4.316 2.110 0.014
C 3.010 2.585 0.080
N 2.140 1.599 -0.100
N 1.155 -1.101 0.642
C 1.209 -1.913 1.724
C 0.316 -1.458 2.662
C -0.239 -0.307 2.097
N 0.277 -0.105 0.892
N 2.980 -2.129 -0.736
C 2.537 -3.348 -0.759
C 3.648 -4.227 -1.008
C 4.765 -3.325 -1.126
N 4.388 -2.099 -0.979
H 0.189 -0.736 -4.889
H -0.727 1.320 -3.314
H 1.832 -2.133 -3.233
H 4.938 0.012 -0.343
H 5.226 2.670 0.134
H 2.672 3.579 0.296
H 1.888 -2.748 1.775
H 0.103 -1.877 3.629
H -0.970 0.371 2.504
H 1.495 -3.592 -0.611
H 3.624 -5.303 -1.089
H 5.799 -3.567 -1.321
C -3.096 0.668 -0.189
N -2.043 1.699 -0.229
C -2.465 2.923 -0.225
C -1.518 3.961 -0.306
C -1.606 5.323 -0.402
C -0.278 5.794 -0.586
C 0.541 4.704 -0.585
N -0.190 3.545 -0.378
C -3.267 0.061 1.187
C -3.365 0.899 2.297
C -3.602 0.379 3.560
C -3.743 -0.993 3.730
C -3.680 -1.830 2.626
C -3.452 -1.304 1.359
H -2.913 -0.078 -0.955
H -4.035 1.159 -0.455
H -3.528 3.141 -0.186
H -2.508 5.914 -0.369
H 0.029 6.817 -0.725
H 1.600 4.694 -0.759
H -3.264 1.972 2.182
H -3.693 1.044 4.408
H -3.928 -1.402 4.714
H -3.829 -2.895 2.745
H -3.456 -1.962 0.501
Cl -2.868 -4.773 -1.336
C -1.436 -3.848 -0.928
Cl -1.581 -2.139 -1.404
H -0.592 -4.271 -1.465
H -1.297 -3.876 0.148
*
```

Results of the Löwdin charge analysis, in e, for atoms 1 through 5: number 1, Ir, carries 1.48; number 2, C, carries -0.02; number 3, C, carries -0.09; number 4, N, carries -0.13; number 5, N, carries 0.00

***

# 5
This record from OMol25 describes a molecular structure, C9H12INO3Si. The level of theory is ωB97M-V/def2-TZVPD.

Results
M in u: 337.189
Frontier orbital gap in eV: 8.48
HOMO in eV: -8.1
E_LUMO in eV: 0.36

The geometry in ORCA input format:
```
! RIJCOSX wB97M-V def2-TZVPD def2/J DEFGRID3
* xyz 0 1
C 2.505 1.688 1.785
C 1.299 2.357 2.079
C 2.545 0.494 1.142
C 0.218 0.660 0.833
C 0.112 1.839 1.595
C 1.386 -0.050 0.625
C 1.460 -1.354 -0.383
C -2.503 -2.733 -0.106
C -0.910 0.044 -3.399
N -1.145 2.303 1.944
O -1.031 0.315 0.342
O -1.750 -1.938 -0.977
O -0.124 -0.106 -2.232
Si -0.512 -0.833 -0.884
I 2.739 -1.087 -2.035
H 3.432 2.115 2.161
H 1.231 3.255 2.697
H 3.505 0.018 0.976
H 1.708 -2.200 0.142
H -2.443 -3.794 -0.426
H -3.513 -2.439 0.131
H -1.953 -2.615 0.865
H -0.393 -0.565 -4.243
H -0.843 1.140 -3.826
H -1.924 -0.369 -3.324
H -1.270 2.295 2.968
H -1.828 1.559 1.553
*
```

Results of the Löwdin charge analysis, in e, for atoms 1 through 5: number 1, C, carries -0.09; number 2, C, carries -0.02; number 3, C, carries -0.11; number 4, C, carries -0.26; number 5, C, carries -0.29

***

# 6
This record from OMol25 describes a single C4H3NOS molecule. The level of theory is ωB97M-V/def2-TZVPD.

Results
M in u: 113.141
Frontier orbital gap in eV: 8.14
HOMO in eV: -9.2
Structure (SMILES): C=C1C=NC(=O)S1
E_LUMO in eV: -1.10

The geometry in ORCA input format:
```
! RIJCOSX wB97M-V def2-TZVPD def2/J DEFGRID3
* xyz 0 1
C 1.090 0.550 -1.454
C 0.210 0.211 -0.532
C 0.456 -0.710 0.542
N -0.477 -0.909 1.380
C -1.634 -0.242 1.195
O -2.593 -0.119 1.865
S -1.361 0.929 -0.370
H 0.756 1.295 -2.202
H 2.044 0.226 -1.075
H 1.507 -1.230 0.651
*
```

Results of the Löwdin charge analysis, in e, for atoms 1 through 5: number 1, C, carries 0.03; number 2, C, carries -0.71; number 3, C, carries -0.14; number 4, N, carries 0.09; number 5, C, carries -0.65

***

# 7
This record from OMol25 describes a single C4H11N3O2 molecule. The level of theory is ωB97M-V/def2-TZVPD.

Results
M in u: 133.151
Frontier orbital gap in eV: 9.23
HOMO in eV: -8.4
Structure (SMILES): CN/N=C(/NO)[C@H](C)O
E_LUMO in eV: 0.81

The geometry in ORCA input format:
```
! RIJCOSX wB97M-V def2-TZVPD def2/J DEFGRID3
* xyz 0 1
C 3.432 -0.234 -0.018
N 2.072 0.184 -0.444
N 1.089 -0.692 -0.087
C -0.148 -0.328 -0.071
N -0.863 -1.382 0.662
O -2.050 -1.761 -0.102
C -0.805 0.998 -0.298
C -0.547 1.872 0.864
O -2.153 1.085 -0.707
H 3.646 -1.381 -0.363
H 3.566 0.095 1.141
H 3.997 0.498 -0.696
H 1.991 1.140 0.041
H -0.211 -2.261 0.593
H -2.651 -1.538 0.660
H -0.294 1.495 -1.219
H 0.416 2.193 1.098
H -1.084 2.861 0.691
H -1.024 1.540 1.828
H -2.415 0.151 -1.089
*
```

Results of the Löwdin charge analysis, in e, for atoms 1 through 5: number 1, C, carries -0.14; number 2, N, carries -0.18; number 3, N, carries 0.03; number 4, C, carries -0.28; number 5, N, carries -0.03

***

# 8
This record from OMol25 describes a gas-phase ion, C3H10NS (charge +2). The level of theory is ωB97M-V/def2-TZVPD.

Results
M in u: 92.187
Frontier orbital gap (spin up / spin down) in eV: 13.29 / 8.40
HOMO (spin up / spin down) in eV: -21.6 / -21.9
E_LUMO (spin up / spin down) in eV: -8.32 / -13.46
<S²>: 0.7532

The geometry in ORCA input format:
```
! RIJCOSX wB97M-V def2-TZVPD def2/J DEFGRID3
* xyz 2 2
C 0.372 1.297 -0.951
C -0.153 0.005 -0.369
C 0.977 -0.778 0.338
S 0.967 -2.571 0.171
N -1.293 0.360 0.604
H 1.166 1.079 -1.659
H 0.799 1.951 -0.194
H -0.400 1.863 -1.488
H -0.643 -0.584 -1.144
H 1.919 -0.489 -0.132
H 1.107 -0.549 1.399
H -0.107 -2.921 0.926
H -1.735 -0.459 1.036
H -0.946 0.939 1.374
H -2.029 0.857 0.088
*
```

Results of the Löwdin charge analysis, in e, for atoms 1 through 5: number 1, C, carries -0.02; number 2, C, carries -0.35; number 3, C, carries -0.40; number 4, S, carries 1.25; number 5, N, carries 0.24

***

Calculated values (Ha) of E_tot for the records, taken in order: -3207.794097; -5561.486670; -2590.681794; -2564.298017; -1217.863697; -682.356979; -473.585894; -572.497144.